[1]
DFT (ωB97M-V/def2-TZVPD) results for 2 unconnected molecules or ions with the total composition C2H6NO2P.

Element x y z (Å)
P -0.9219 0.4150 0.5601
O -1.2671 -2.3535 -1.4312
O -1.2972 1.1536 -0.8657
N 0.9426 -2.2687 -0.8535
C -0.2394 -2.3502 -0.9187
C 0.7046 1.2379 0.9222
H 1.5560 -1.9992 -0.1398
H 1.4265 0.8381 0.2416
H 0.7837 1.0402 2.0727
H 0.9859 2.2701 0.8262
H -1.7134 1.2520 1.2045
H -0.9602 0.7646 -1.6185

Atomic forces in eV per Å
P 1.9 -0.2 -1.5
O -2.5 -0.5 0.2
O -1.3 1.3 1.8
N 2.0 -0.4 0.3
C 0.0 0.7 -1.6
C -0.6 -0.4 2.5
H 0.6 0.2 1.0
H 0.8 -1.3 0.3
H 0.7 -0.2 -2.0
H -1.2 1.1 -0.1
H -1.4 1.4 1.6
H 1.0 -1.5 -2.4

Summary:
**E_LUMO**: 0.64 eV
**HOMO**: -9.29 eV
**Total charge**: 0
**Structure (SMILES)**: N=C=O.CPO
**Maximum force**: 3.06 eV/A
**ΔE to the lowest compared entry with this formula, charge and spin**: 37.0 kcal per mole
**Kohn-Sham gap**: 9.9 eV

Atom charges from the Löwdin analysis, given in e for atoms 1 to 6:
1 P 0.807
2 O 0.141
3 O -0.348
4 N 0.202
5 C -0.504
6 C -0.340



[2]
DFT (ωB97M-V/def2-TZVPD) results for C2H6NO2P in the gas phase.

Element x y z (Å)
P -0.5920 -0.2350 -0.0842
O 1.4968 1.6275 -0.4706
O -1.3931 0.6121 1.0141
N 2.0588 -0.2978 0.6337
C 1.2263 0.5581 -0.0399
C -1.5211 1.3923 -0.3088
H -1.3796 -0.7514 -1.0504
H 2.8928 0.2032 0.9616
H -1.0666 2.2942 -0.0617
H -2.4358 1.6289 -0.7238
H 1.6704 -0.9277 1.3064
H -0.1404 -1.1822 0.8720

Atomic forces in eV per Å
P 0.6 4.5 1.7
O 0.3 0.8 -0.3
O -1.4 -0.6 -0.3
N 1.1 1.4 0.1
C -1.2 -2.1 -0.4
C 2.9 -1.1 1.0
H 0.0 -1.9 -0.9
H -0.3 -0.5 -0.1
H 1.2 1.6 -0.1
H -2.5 -0.5 -0.4
H -0.2 -0.3 0.1
H -0.4 -1.2 -0.3

Summary:
**E_LUMO**: 0.50 eV
**HOMO**: -8.50 eV
**Total charge**: 0
**Structure (SMILES)**: NC(=O)[PH2]1CO1
**Maximum force**: 4.86 eV/A
**ΔE to the lowest compared entry with this formula, charge and spin**: 90.7 kcal per mole
**Kohn-Sham gap**: 9.0 eV

Atom charges from the Löwdin analysis, given in e for atoms 1 to 6:
1 P 0.766
2 O 0.064
3 O -0.346
4 N 0.094
5 C -0.586
6 C -0.210